Record 1
ORCA calculation (ωB97M-V/def2-TZVPD) on a structure of composition C16H11FeN3O4 at a distorted geometry.

Summary:
- energy (hartree) = -2343.7863
- spin multiplicity = 6
- expectation value of S² = 8.8535
- E_LUMO (spin up / spin down) (eV) = -12.239 / -13.952
- frontier orbital gap (spin up / spin down) (eV) = 6.56 / 5.98
- charge = +3
- energy relative to the best compared isomer or geometry (same formula, charge and spin) (kcal per mole) = 30.4

Last column: Mulliken charge in e.
Cartesian coordinates (Å):
Fe  -2.60  -0.92  -0.29  0.358
C  -1.38  -2.37  0.00  0.186
O  -0.45  -3.08  0.26  -0.240
C  -2.86  -2.73  -0.07  0.433
O  -3.38  -3.80  0.04  -0.241
C  -2.01  -1.18  -2.04  0.436
O  -1.61  -1.38  -3.11  -0.137
C  -3.28  -1.05  1.39  0.641
O  -4.01  -1.13  2.29  -0.139
C  -4.29  -0.28  -0.72  -0.477
H  -4.59  0.47  0.02  0.425
H  -4.26  0.19  -1.70  0.428
C  -4.90  -1.55  -0.61  -0.497
H  -5.36  -2.02  -1.49  0.345
H  -5.43  -1.82  0.32  0.384
N  7.74  0.60  0.73  -0.143
C  6.59  0.72  0.56  -0.197
C  5.15  0.90  0.37  0.577
C  4.45  0.16  -0.61  -0.944
C  3.07  0.33  -0.76  -0.627
C  2.40  1.23  0.06  2.350
C  3.09  2.00  1.01  -0.593
C  4.47  1.84  1.17  -0.899
N  0.99  1.29  0.04  0.266
C  0.20  2.06  0.89  -0.255
C  -1.07  1.60  0.77  -0.889
N  -1.09  0.53  -0.12  -0.167
C  0.15  0.43  -0.61  -0.245
H  5.01  -0.54  -1.24  0.500
H  2.55  -0.24  -1.50  0.351
H  2.59  2.70  1.67  0.274
H  5.02  2.44  1.91  0.487
H  0.59  2.83  1.54  0.431
H  -1.96  1.99  1.26  0.466
H  0.49  -0.20  -1.43  0.351

=====

Record 2
ORCA calculation (ωB97M-V/def2-TZVPD) on a structure of composition C16H11LiN2O2S at a distorted geometry.

Summary:
- energy (hartree) = -1281.9152
- spin multiplicity = 2
- expectation value of S² = 0.7818
- E_LUMO (spin up / spin down) (eV) = 0.348 / 0.348
- frontier orbital gap (spin up / spin down) (eV) = 1.89 / 4.87
- charge = -1
- energy relative to the best compared isomer or geometry (same formula, charge and spin) (kcal per mole) = 0.0

Last column: Mulliken charge in e.
Cartesian coordinates (Å):
O  3.18  2.46  -3.76  -0.764
N  1.97  2.80  -3.65  0.823
O  1.26  3.10  -4.65  -0.766
C  1.40  2.83  -2.34  -0.201
C  0.04  3.17  -2.16  -0.497
C  -0.53  3.13  -0.89  -0.185
C  0.24  2.74  0.24  0.278
N  -0.36  2.66  1.49  -0.455
C  -0.01  2.45  2.65  0.636
S  0.62  2.37  4.06  -0.487
C  1.61  2.43  0.04  -0.076
C  2.18  2.47  -1.23  -0.699
H  -0.53  3.45  -3.05  0.394
H  -1.57  3.40  -0.74  0.357
H  2.24  2.16  0.90  0.299
H  3.23  2.22  -1.40  0.397
C  -1.32  -0.61  6.57  -1.171
Li  -5.10  0.75  7.14  0.875
C  -0.74  0.66  6.25  -0.510
C  -1.68  1.44  5.53  -1.277
C  -2.93  0.70  5.53  1.058
C  -2.73  -0.54  6.23  0.852
C  -3.82  -1.39  6.41  -0.474
C  -5.05  -1.14  5.78  -0.607
C  -5.22  0.05  5.03  -0.572
C  -4.19  0.99  4.99  -1.021
H  -0.88  -1.43  7.11  0.422
H  0.28  0.90  6.52  0.391
H  -1.65  2.46  5.17  0.679
H  -3.69  -2.34  6.94  0.347
H  -5.90  -1.85  5.85  0.287
H  -6.19  0.26  4.58  0.302
H  -4.33  1.97  4.51  0.365

=====

Record 3
ORCA calculation (ωB97M-V/def2-TZVPD) on a structure of composition C16H11MnN5S5SbSe.

Summary:
- energy (hartree) = -6673.8421
- spin multiplicity = 5
- expectation value of S² = 6.3288
- E_LUMO (spin up / spin down) (eV) = -1.319 / -0.806
- frontier orbital gap (spin up / spin down) (eV) = 5.70 / 6.25
- energy relative to the best compared isomer or geometry (same formula, charge and spin) (kcal per mole) = 2.1

Last column: Mulliken charge in e.
Cartesian coordinates (Å):
Mn  0.68  -0.84  -1.11  0.779
S  1.43  -4.70  -1.61  -0.595
Sb  2.99  -3.15  -1.01  0.517
S  2.36  -1.12  -2.66  -0.289
S  0.46  -1.09  -3.42  -0.277
S  2.07  -1.61  0.65  -0.527
N  0.52  3.46  -0.04  -0.028
C  1.90  3.46  -0.13  0.542
C  2.85  4.46  0.04  -1.084
C  4.17  4.08  -0.11  -0.391
C  4.53  2.75  -0.40  -0.718
C  3.58  1.77  -0.57  -0.573
C  2.25  2.14  -0.44  0.444
N  1.09  1.38  -0.55  0.105
C  0.10  2.20  -0.30  0.549
C  -1.27  1.71  -0.34  -0.484
C  -2.42  2.32  0.04  -0.275
S  -3.74  1.27  -0.23  -0.153
C  -2.66  0.09  -0.82  -0.235
N  -1.41  0.43  -0.82  0.066
H  -0.07  4.26  0.13  0.221
H  2.59  5.48  0.28  0.384
H  4.95  4.82  0.01  0.379
H  5.58  2.51  -0.50  0.408
H  3.83  0.74  -0.78  0.266
H  -2.55  3.30  0.47  0.389
H  -3.01  -0.87  -1.17  0.416
Se  -1.44  -3.43  -1.96  0.354
N  -0.87  -2.40  -0.65  0.024
C  -1.59  -2.65  0.44  0.877
C  -1.43  -2.00  1.70  -0.558
C  -2.28  -2.35  2.70  -0.719
C  -3.31  -3.32  2.52  -0.535
C  -3.50  -3.95  1.33  -0.636
C  -2.64  -3.62  0.23  0.695
N  -2.75  -4.11  -0.99  -0.841
H  -0.62  -1.30  1.84  0.274
H  -2.16  -1.89  3.68  0.404
H  -3.95  -3.56  3.36  0.376
H  -4.28  -4.68  1.18  0.449

=====

Record 4
ORCA calculation (ωB97M-V/def2-TZVPD) on a structure of composition C16H11MnN5S5SbSe.

Summary:
- energy (hartree) = -6673.8455
- spin multiplicity = 5
- expectation value of S² = 6.3445
- E_LUMO (spin up / spin down) (eV) = -1.229 / -0.819
- frontier orbital gap (spin up / spin down) (eV) = 5.80 / 6.26
- energy relative to the best compared isomer or geometry (same formula, charge and spin) (kcal per mole) = 0.0

Last column: Mulliken charge in e.
Cartesian coordinates (Å):
Mn  0.66  -0.82  -1.11  0.735
S  1.37  -4.67  -1.78  -0.595
Sb  2.93  -3.18  -1.15  0.529
S  2.33  -1.04  -2.74  -0.282
S  0.42  -1.03  -3.41  -0.275
S  2.02  -1.67  0.56  -0.541
N  0.51  3.48  -0.12  -0.037
C  1.89  3.45  -0.13  0.539
C  2.85  4.43  0.09  -1.110
C  4.17  4.03  0.02  -0.385
C  4.52  2.69  -0.24  -0.719
C  3.56  1.72  -0.45  -0.566
C  2.23  2.12  -0.40  0.394
N  1.06  1.38  -0.56  0.107
C  0.08  2.22  -0.39  0.494
C  -1.30  1.77  -0.46  -0.424
C  -2.45  2.44  -0.18  -0.272
S  -3.79  1.39  -0.41  -0.147
C  -2.72  0.13  -0.85  -0.223
N  -1.46  0.46  -0.84  0.134
H  -0.07  4.29  0.02  0.221
H  2.59  5.46  0.30  0.385
H  4.96  4.75  0.18  0.380
H  5.57  2.42  -0.28  0.408
H  3.81  0.68  -0.63  0.297
H  -2.58  3.45  0.15  0.379
H  -3.08  -0.85  -1.13  0.387
Se  -1.56  -3.43  -1.97  0.337
N  -0.93  -2.38  -0.69  0.015
C  -1.60  -2.64  0.43  0.981
C  -1.38  -2.00  1.69  -0.561
C  -2.15  -2.36  2.74  -0.758
C  -3.17  -3.36  2.62  -0.519
C  -3.41  -3.99  1.44  -0.644
C  -2.62  -3.64  0.30  0.670
N  -2.77  -4.16  -0.91  -0.830
H  -0.58  -1.28  1.78  0.265
H  -2.00  -1.90  3.71  0.404
H  -3.76  -3.62  3.49  0.374
H  -4.17  -4.75  1.33  0.450

=====

Record 5
ORCA calculation (ωB97M-V/def2-TZVPD) on the molecule C16H11NO4 at a distorted geometry.

Summary:
- energy (hartree) = -971.9447
- spin multiplicity = 1
- SMILES = O=C1NC(=O)C(Oc2ccc(-c3ccccc3)cc2)=C1O
- E_LUMO (eV) = -0.925
- frontier orbital gap (eV) = 7.58
- energy relative to the best compared isomer or geometry (same formula, charge and spin) (kcal per mole) = 42.5

Last column: Mulliken charge in e.
Cartesian coordinates (Å):
O  -2.29  -2.66  5.55  -0.613
O  0.17  0.60  4.24  -0.547
O  -0.36  -3.91  3.23  -0.531
O  1.17  -1.59  2.31  -0.510
C  -1.54  -2.16  4.71  0.229
C  -0.47  -0.40  3.93  0.081
C  -0.63  -2.58  3.66  0.511
C  0.07  -1.55  3.15  0.528
C  -0.23  2.61  -4.99  -0.286
C  1.05  2.33  -4.58  -0.656
C  -1.37  2.03  -4.33  -0.670
C  -0.01  -1.35  0.31  -0.123
C  1.78  0.21  0.72  -0.343
C  1.32  1.78  -3.36  -0.302
C  -1.07  1.30  -3.15  -0.283
C  -0.30  -0.59  -0.85  -0.755
C  1.66  0.87  -0.54  -0.638
C  0.98  -0.91  1.18  0.118
C  0.22  1.21  -2.62  0.656
C  0.57  0.50  -1.29  0.886
N  -1.51  -0.82  4.74  -0.071
H  -0.48  -4.48  3.96  0.315
H  -0.46  3.19  -5.90  0.323
H  1.92  2.83  -5.03  0.304
H  -2.39  2.03  -4.77  0.348
H  -0.56  -2.22  0.62  0.480
H  2.58  0.52  1.51  0.230
H  2.38  1.78  -3.01  0.155
H  -1.90  1.01  -2.51  0.386
H  -1.08  -0.83  -1.54  0.410
H  2.50  1.57  -0.90  0.143
H  -1.71  -0.33  5.53  0.227

=====

Record 6
ORCA calculation (ωB97M-V/def2-TZVPD) on a structure of composition C16H12AuBr2N6.

Summary:
- energy (hartree) = -6228.1505
- spin multiplicity = 3
- expectation value of S² = 2.0467
- E_LUMO (spin up / spin down) (eV) = -10.561 / -13.407
- frontier orbital gap (spin up / spin down) (eV) = 6.98 / 4.12
- charge = +3

Last column: Mulliken charge in e.
Cartesian coordinates (Å):
Au  -0.22  -0.22  0.00  1.657
Br  6.45  0.92  0.00  -0.019
C  4.63  0.56  0.00  -0.241
C  4.17  -0.75  0.00  -0.692
C  2.81  -0.96  0.00  0.523
N  1.93  0.05  0.00  -0.475
C  2.37  1.32  0.00  0.706
C  3.72  1.61  0.00  -0.314
C  1.32  2.37  0.00  0.706
C  1.61  3.71  0.00  -0.315
C  0.56  4.63  0.00  -0.244
Br  0.92  6.45  0.00  -0.018
C  -0.75  4.17  0.00  -0.684
C  -0.96  2.81  0.00  0.517
N  0.05  1.92  0.00  -0.475
H  4.85  -1.59  0.00  0.455
H  2.41  -1.96  0.00  -0.246
H  4.07  2.62  0.00  0.486
H  2.62  4.07  0.00  0.487
H  -1.59  4.85  0.00  0.456
H  -1.96  2.41  0.00  -0.245
N  -4.21  -1.95  0.00  -0.082
C  -4.71  -0.72  0.00  -0.574
C  -3.60  0.16  0.00  -0.207
N  -2.48  -0.55  0.00  -0.203
C  -2.84  -1.86  0.00  0.375
C  -1.86  -2.84  0.00  0.377
N  -0.55  -2.47  0.00  -0.205
C  0.16  -3.60  0.00  -0.204
C  -0.72  -4.71  0.00  -0.576
N  -1.95  -4.21  0.00  -0.080
H  -4.77  -2.80  0.00  0.251
H  -5.77  -0.51  0.00  0.414
H  -3.64  1.24  0.00  0.512
H  1.23  -3.64  0.00  0.512
H  -0.51  -5.77  0.00  0.414
H  -2.80  -4.77  0.00  0.251